No. 1
Entry from OMol25: one molecule with the formula C5H6INO in a non-equilibrium geometry (ωB97M-V with the def2-TZVPD basis set).

```
! RIJCOSX wB97M-V def2-TZVPD def2/J DEFGRID3
* xyz 0 1
C -0.3682 0.0637 1.2297
C 0.5225 1.5590 -1.3098
C -0.7936 -0.3227 -0.1585
C 0.2197 0.0999 -1.2199
C 1.3299 1.7896 1.6131
N 0.6012 0.8430 1.4535
O 1.5708 2.0653 -1.5031
I -1.2353 2.8455 -1.2208
H -0.9308 -0.3153 2.0684
H -0.9175 -1.4074 -0.2080
H -1.7702 0.1199 -0.3772
H -0.1569 -0.1896 -2.2074
H 1.1754 -0.4098 -1.0586
H 2.3912 1.7212 1.7696
*
```

Orbital gap   0.3112 Ha



No. 2
Entry from OMol25: C45H89BMnN7Si6Te as an isolated structure (ωB97M-V with the def2-TZVPD basis set).

```
! RIJCOSX wB97M-V def2-TZVPD def2/J DEFGRID3
* xyz -1 6
Mn 0.1638 0.8670 0.1280
C -5.8047 3.0039 1.6085
C -4.7554 3.3428 0.6018
C -4.8392 4.2088 -0.4643
C -3.5819 4.1187 -1.1055
N -2.7959 3.2841 -0.4518
N -3.5111 2.8065 0.5948
B -2.9503 1.6656 1.4609
N -1.6333 2.0646 2.1941
N -0.7397 1.0596 2.4379
C -0.1758 1.3195 3.6172
C -0.6495 2.5521 4.1072
C -1.5906 2.9705 3.1930
C -2.5346 4.1236 3.2831
C 0.6219 0.2816 4.3839
C 2.1370 0.4566 4.2649
C 0.2471 0.4029 5.8698
C 0.2179 -1.1138 3.9148
N -2.7169 0.4053 0.6067
N -1.9910 0.4981 -0.5526
C -2.4516 -0.4522 -1.3646
C -3.4285 -1.2152 -0.7103
C -3.5669 -0.6381 0.5335
C -4.4671 -1.0526 1.6498
C -2.0816 -0.5522 -2.8244
C -3.3139 -0.0984 -3.6238
C -1.7300 -1.9948 -3.2030
C -0.9313 0.3775 -3.1599
C -3.1295 4.8094 -2.3717
C -4.1219 4.4734 -3.4925
C -1.7316 4.3444 -2.7876
C -3.1258 6.3262 -2.1449
H -6.7133 3.5613 1.3821
H -5.4934 3.2533 2.6245
H -6.0449 1.9405 1.5974
H -5.7002 4.7942 -0.7459
H -3.7724 1.4041 2.3064
H -0.4019 3.0387 5.0357
H -2.1912 4.8211 4.0462
H -3.5326 3.7757 3.5628
H -2.6371 4.6564 2.3372
H 2.4403 1.4725 4.5164
H 2.4848 0.2373 3.2567
H 2.6365 -0.2334 4.9513
H 0.6006 1.3422 6.3007
H 0.7093 -0.4153 6.4261
H -0.8343 0.3486 6.0065
H 0.7583 -1.8591 4.5028
H 0.4335 -1.2721 2.8584
H -0.8532 -1.2769 4.0577
H -3.9621 -2.0713 -1.0890
H -4.8095 -2.0719 1.4731
H -5.3419 -0.4061 1.7285
H -3.9447 -1.0210 2.6050
H -4.1538 -0.7785 -3.4688
H -3.0800 -0.0770 -4.6917
H -3.6233 0.9020 -3.3137
H -1.5140 -2.0610 -4.2732
H -2.5546 -2.6772 -2.9845
H -0.8532 -2.3286 -2.6456
H -1.2362 1.4194 -3.0486
H -0.6078 0.2204 -4.1925
H -0.0671 0.1904 -2.5210
H -4.1209 3.4004 -3.6964
H -3.8474 4.9973 -4.4118
H -5.1389 4.7637 -3.2214
H -1.6070 3.2757 -2.6105
H -0.9538 4.8538 -2.2209
H -1.5699 4.5489 -3.8492
H -4.1225 6.6884 -1.8821
H -2.8000 6.8480 -3.0492
H -2.4436 6.5887 -1.3338
C 4.0629 0.0733 1.0127
Si 3.4675 1.7872 0.5369
C 2.8444 2.7545 2.0337
C 5.0566 2.7470 0.1367
C 2.1800 1.8040 -0.8158
C 1.5543 3.1381 -0.6904
C 2.0604 4.3429 -1.2140
C 1.4864 5.5440 -0.8627
C 0.3897 5.5494 -0.0081
C -0.1104 4.3321 0.4081
N 0.4441 3.1640 0.0795
Si 2.7997 1.4048 -2.5297
C 2.8089 -0.4343 -2.9238
C 1.8170 2.3415 -3.8429
C 4.5866 1.9190 -2.9201
H 4.7456 0.1331 1.8656
H 4.6159 -0.3693 0.1782
H 3.2408 -0.6026 1.2504
H 3.5768 2.6697 2.8408
H 1.8711 2.4532 2.4146
H 2.7722 3.8130 1.7628
H 5.5767 2.9507 1.0785
H 4.8446 3.7111 -0.3320
H 5.7435 2.2006 -0.5095
H 2.9334 4.3127 -1.8530
H 1.8969 6.4744 -1.2384
H -0.0927 6.4685 0.2962
H -0.9922 4.2760 1.0187
H 1.8086 -0.8508 -3.0308
H 3.2906 -0.9959 -2.1195
H 3.3646 -0.6049 -3.8517
H 0.7424 2.2022 -3.7616
H 2.1283 1.9983 -4.8345
H 2.0097 3.4154 -3.7935
H 5.3181 1.2906 -2.4073
H 4.8099 2.9591 -2.6736
H 4.7423 1.7877 -3.9962
C -2.0739 -5.0396 -0.3475
Si -0.6916 -5.1401 0.9277
C -0.4705 -6.9466 1.4411
C -1.2357 -4.1710 2.4437
Si 1.2461 -4.1633 0.0383
Te 0.7403 -1.7634 0.0166
Si 3.0705 -4.6315 1.4419
C 4.5992 -3.6594 0.9363
C 3.5299 -6.4675 1.4301
C 2.6067 -4.1573 3.2007
Si 1.7507 -5.0375 -2.0704
C 0.5206 -4.5764 -3.4168
C 1.7558 -6.9240 -1.9449
C 3.4460 -4.4717 -2.6569
H -3.0082 -5.4337 0.0645
H -1.8392 -5.6013 -1.2546
H -2.2341 -3.9949 -0.6229
H -1.4116 -7.3297 1.8487
H 0.2901 -7.0462 2.2192
H -0.1817 -7.5865 0.6052
H -2.1649 -4.5895 2.8447
H -1.4063 -3.1262 2.1729
H -0.4825 -4.1910 3.2340
H 5.0849 -4.1072 0.0676
H 5.3260 -3.6409 1.7541
H 4.3423 -2.6279 0.6917
H 4.1138 -6.7234 0.5427
H 2.6561 -7.1209 1.4601
H 4.1466 -6.6915 2.3065
H 2.0735 -3.2083 3.2044
H 3.4975 -4.0528 3.8275
H 1.9614 -4.9151 3.6531
H -0.5171 -4.7048 -3.1053
H 0.6971 -5.2124 -4.2905
H 0.6528 -3.5360 -3.7243
H 0.7713 -7.3038 -1.6629
H 2.4803 -7.2944 -1.2176
H 2.0081 -7.3501 -2.9215
H 3.4520 -3.3913 -2.8221
H 3.6973 -4.9633 -3.6020
H 4.2302 -4.7071 -1.9360
*
```

⟨S²⟩   8.76
Orbital gap (alpha / beta)   0.2364 / 0.2407 Ha



No. 3
Entry from OMol25: one molecule with the formula C8H8O in a non-equilibrium geometry (ωB97M-V with the def2-TZVPD basis set).

```
! RIJCOSX wB97M-V def2-TZVPD def2/J DEFGRID3
* xyz 0 1
C 1.6118 1.1306 -0.7229
C 0.5892 0.1411 -0.4344
C 0.5000 -1.1281 -1.0240
C -0.5277 -1.9813 -0.7300
C -1.4743 -1.6635 0.2245
C -1.4248 -0.4899 0.8072
C -0.3843 0.4629 0.5212
C -0.3729 1.7311 1.2272
H 2.1031 1.3419 0.0928
H 1.4156 1.8966 -1.1963
H 2.5347 0.6988 -1.3761
H 1.1869 -1.3304 -1.6118
H -0.4802 -2.8008 -1.3451
H -2.2009 -2.4414 0.6739
H -2.2841 -0.3437 1.5850
H -0.6344 1.8967 2.5220
O -0.1578 2.8792 0.7870
*
```

SMILES   Cc1ccccc1C=O
Orbital gap   0.3556 Ha



No. 4
Entry from OMol25: one molecule with the formula C14H28BN3O4 in a non-equilibrium geometry (ωB97M-V with the def2-TZVPD basis set).

```
! RIJCOSX wB97M-V def2-TZVPD def2/J DEFGRID3
* xyz 0 1
O 2.9567 -1.8259 0.3133
O 6.2138 1.7210 -0.9361
O 5.4501 -0.4935 -0.4273
O 2.4144 -1.0645 -1.7610
B 5.4646 0.8703 -0.1902
C 2.1822 -1.2669 -0.4512
N -2.1435 -0.0452 1.7278
N -1.1091 0.2422 -0.8575
N 0.6456 -1.5544 1.3821
C 4.7208 1.5724 1.0268
C -5.3886 -0.2107 -0.2686
C -4.7387 -0.8362 -1.4859
C -4.5083 -0.3651 1.0136
C -3.4032 -0.1664 -1.8520
C 3.3914 0.9702 1.2950
C -3.0208 -0.5043 0.6587
C -2.6143 0.3156 -0.6317
C -0.2606 1.3242 -0.3190
C 2.2686 1.4104 0.3472
C -0.2948 -0.9855 -0.8616
C 0.8925 0.6982 0.5149
C 0.8769 -0.7956 0.1288
H 6.7077 1.2262 -1.6391
H 4.6662 -0.9902 -0.1509
H 3.2504 -1.5106 -1.9699
H -1.2309 -0.5035 1.6808
H -2.5494 -0.1976 2.6390
H 0.5300 -2.5446 1.1422
H 1.5908 -1.5633 1.8407
H 5.4604 1.4819 1.8506
H 4.6209 2.6125 0.6635
H -5.5049 0.8696 -0.4895
H -6.4201 -0.5665 -0.1727
H -5.3769 -0.7936 -2.3824
H -4.5798 -1.9136 -1.3480
H -4.6939 0.4621 1.6942
H -4.8340 -1.2189 1.5933
H -3.5684 0.6362 -2.5371
H -2.7701 -0.9112 -2.4019
H 3.0940 1.1948 2.3402
H 3.4956 -0.1154 1.3152
H -2.8286 -1.5536 0.4348
H -2.8279 1.3602 -0.4278
H 0.1612 1.8812 -1.1611
H -0.8767 2.0242 0.2709
H 2.6325 1.3192 -0.6923
H 2.0990 2.4724 0.4567
H -0.9351 -1.8323 -0.6234
H 0.0367 -1.1228 -1.8822
H 0.6556 0.7869 1.5904
*
```

SMILES   N[C@H]1CCCC[C@@H]1N1C[C@H](CCCB(O)O)[C@](N)(C(=O)O)C1
Orbital gap   0.3047 Ha



No. 5
Entry from OMol25: C24H30AsN6O2PtS2 as an isolated structure (ωB97M-V with the def2-TZVPD basis set).

```
! RIJCOSX wB97M-V def2-TZVPD def2/J DEFGRID3
* xyz 3 1
Pt -1.0493 -0.8230 -0.1868
C -4.8929 -2.4983 0.6571
C -3.4535 -2.8853 1.0143
C -2.6651 -3.2937 -0.1846
N -1.6809 -2.6188 -0.7143
N -1.0930 -3.1630 -1.8441
C -1.7097 -4.2801 -2.1558
N -1.3692 -5.0426 -3.1966
S -3.0027 -4.7126 -1.0782
H -5.4234 -2.1922 1.5564
H -5.4338 -3.3393 0.2243
H -4.9118 -1.6746 -0.0560
H -3.4533 -3.7118 1.7284
H -2.9323 -2.0504 1.4883
H -0.6783 -4.7068 -3.8481
H -1.8898 -5.8665 -3.4449
S 1.8691 2.1038 0.7044
C 2.5396 3.0170 2.0400
N 2.0160 4.1077 2.5527
C 2.8446 4.6125 3.6721
C 4.0702 3.6746 3.6230
N 3.6627 2.6683 2.6179
H 1.1766 4.5487 2.2169
H 2.2889 4.5284 4.6034
H 3.1072 5.6529 3.5008
H 4.2635 3.1900 4.5762
H 4.9730 4.1806 3.2865
H 4.2255 1.8671 2.3429
C 0.8221 -3.7490 0.8236
As 0.9770 -1.8896 0.3591
C 2.1437 -1.8745 -1.1729
C 1.7396 -1.0994 1.9772
C 3.2236 -0.8366 2.0400
C 3.9156 -1.1642 3.2053
C 5.2782 -0.9211 3.3163
C 5.9785 -0.3459 2.2616
C 5.3048 -0.0144 1.0937
C 3.9357 -0.2524 0.9872
H 1.8036 -4.0977 1.1451
H 0.5032 -4.3171 -0.0465
H 0.1100 -3.8705 1.6378
H 3.1142 -2.2970 -0.9195
H 2.2553 -0.8706 -1.5776
H 1.6449 -2.4956 -1.9161
H 1.4504 -1.7965 2.7658
H 1.1675 -0.1889 2.1533
H 3.3905 -1.6340 4.0282
H 5.7988 -1.2007 4.2227
H 7.0441 -0.1776 2.3419
H 5.8449 0.4044 0.2541
H 3.4532 -0.0421 0.0403
O 0.5153 3.0985 0.5200
C -0.6574 2.5961 0.1888
N -0.9974 1.3459 0.0395
C -2.3768 1.3871 -0.3753
O -2.8898 0.3076 -0.6125
C -2.8538 2.7618 -0.4387
C -4.0630 3.3193 -0.7847
C -4.1390 4.7170 -0.7655
C -3.0411 5.4939 -0.4252
C -1.8121 4.9160 -0.0803
C -1.7511 3.5429 -0.0876
H -4.9139 2.7131 -1.0642
H -5.0691 5.2014 -1.0297
H -3.1335 6.5715 -0.4331
H -0.9603 5.5368 0.1612
*
```

Orbital gap   0.2613 Ha



No. 6
Entry from OMol25: C45H42As2MnN7S as an isolated structure in a non-equilibrium geometry (ωB97M-V with the def2-TZVPD basis set).

```
! RIJCOSX wB97M-V def2-TZVPD def2/J DEFGRID3
* xyz 3 4
Mn 0.3146 0.6403 -1.1911
C 1.7075 4.6358 -1.5416
C 1.5017 3.1707 -1.4233
N 0.3481 2.5944 -1.3609
N -0.7781 3.3791 -1.3588
C -1.8623 2.6948 -1.5445
N -3.0387 3.3246 -1.5807
S -1.8576 0.9309 -1.8040
C 2.6336 2.2237 -1.4693
C 3.9351 2.6292 -1.6203
C 4.9294 1.6662 -1.7830
C 4.5743 0.3317 -1.8138
C 3.2437 -0.0073 -1.6430
N 2.2929 0.9134 -1.4399
H 0.7986 5.1699 -1.2966
H 1.9848 4.8818 -2.5742
H 2.5229 4.9663 -0.8946
H -3.0652 4.3325 -1.5421
H -3.8791 2.8351 -1.8194
H 4.1739 3.6863 -1.6330
H 5.9663 1.9649 -1.9030
H 5.3098 -0.4480 -1.9729
H 2.9380 -1.0363 -1.6462
C -1.3518 -3.0352 -1.0714
C -2.7823 -2.5348 -1.1918
As -3.4316 -1.2127 0.0932
C -5.3191 -1.2324 -0.1497
C -6.1144 -2.0935 0.6057
C -7.4732 -2.1548 0.3323
C -8.0245 -1.3594 -0.6680
C -7.2196 -0.5047 -1.4167
C -5.8591 -0.4356 -1.1573
C -2.9784 -1.5893 1.8916
C -3.9264 -1.2930 2.8774
C -3.6033 -1.4976 4.2094
C -2.3354 -1.9546 4.5571
C -1.3761 -2.1969 3.5768
C -1.6846 -1.9967 2.2439
As 0.1426 -1.8188 -1.4150
C 1.5483 -2.9576 -0.7685
C 1.8739 -4.1375 -1.4281
C 2.8606 -4.9622 -0.9083
C 3.5171 -4.6144 0.2679
C 3.1823 -3.4408 0.9350
C 2.1965 -2.6120 0.4162
C 0.2628 -1.7555 -3.3372
C 0.5435 -0.5163 -3.9091
C 0.6753 -0.3638 -5.2791
C 0.5175 -1.4772 -6.0975
C 0.2192 -2.7168 -5.5441
C 0.0904 -2.8584 -4.1686
H -1.1897 -3.8281 -1.7925
H -1.1670 -3.4670 -0.0984
H -3.4803 -3.3575 -1.0425
H -2.9957 -2.1069 -2.1680
H -5.6926 -2.7239 1.3755
H -8.1019 -2.8282 0.9026
H -9.0889 -1.4081 -0.8664
H -7.6534 0.1031 -2.2022
H -5.2272 0.2187 -1.7440
H -4.9080 -0.9274 2.6109
H -4.3415 -1.3027 4.9771
H -2.0895 -2.1137 5.6009
H -0.3892 -2.5480 3.8557
H -0.9280 -2.1662 1.5003
H 1.3813 -4.4201 -2.3476
H 3.1168 -5.8816 -1.4226
H 4.2882 -5.2636 0.6671
H 3.6863 -3.1766 1.8587
H 1.9202 -1.7107 0.9453
H 0.6477 0.3840 -3.3088
H 0.8933 0.6069 -5.7076
H 0.6165 -1.3730 -7.1719
H 0.0828 -3.5797 -6.1861
H -0.1525 -3.8312 -3.7634
C -0.6629 1.4989 2.8110
C -0.6920 1.2301 1.4612
N 0.4201 0.8663 0.7966
C 1.5845 0.7819 1.4645
C 1.6980 1.0642 2.8049
C 0.5396 1.4133 3.4936
C 3.0221 0.9375 3.4769
C 3.8774 1.9141 3.7732
C 3.7394 3.3764 3.5231
C 4.6660 4.2418 4.0719
C 4.5016 5.6010 3.8409
N 3.4766 6.0836 3.1372
C 2.6350 5.1648 2.6700
N 2.7104 3.8372 2.7957
H -1.5805 1.7824 3.3117
H -1.6067 1.2895 0.9020
H 2.4626 0.5123 0.9016
H 0.5959 1.6516 4.5516
H 3.2873 -0.0756 3.7722
H 4.7873 1.6287 4.2930
H 5.4938 3.8741 4.6671
H 5.2029 6.3257 4.2381
H 1.7699 5.5443 2.1304
*
```

⟨S²⟩   3.81
Orbital gap (alpha / beta)   0.2324 / 0.2139 Ha



No. 7
Entry from OMol25: C15H29BF2FeN4SSi2 as an isolated structure (ωB97M-V with the def2-TZVPD basis set).

```
! RIJCOSX wB97M-V def2-TZVPD def2/J DEFGRID3
* xyz 1 6
Fe 1.2982 0.6687 -0.4617
C -1.9535 1.0852 -3.8834
C -1.1125 0.3850 -2.8474
N -0.1003 1.0039 -2.2586
N 0.0993 2.2993 -2.7189
C 1.1275 3.0741 -2.3661
N 1.1951 4.2764 -2.9473
S 2.3237 2.6320 -1.2506
C -1.4481 -0.9692 -2.5441
C -2.7627 -1.4543 -2.6842
C -3.1522 -2.6445 -2.1389
C -2.2203 -3.4146 -1.3906
C -0.9458 -2.9931 -1.3044
N -0.5150 -1.8293 -1.9431
H -2.4974 1.9364 -3.4647
H -1.3243 1.4366 -4.7069
H -2.6703 0.4189 -4.3471
H -0.5234 2.6347 -3.4375
H 0.4902 4.6236 -3.5763
H 1.9387 4.8994 -2.6820
H -3.5108 -0.8331 -3.1520
H -4.1772 -2.9716 -2.2348
H -2.5090 -4.3297 -0.8964
H -0.1763 -3.5395 -0.7808
C -2.3753 -0.2075 0.8995
Si -0.8696 -0.4560 2.0010
C -0.4155 -2.2831 2.0531
C -1.3841 0.0826 3.7244
C 0.5348 0.5975 1.3806
Si 2.1720 0.5577 2.3452
C 2.4569 2.2270 3.1369
C 2.3245 -0.8178 3.6065
C 3.5905 0.2059 1.1222
H -3.2694 -0.6528 1.3416
H -2.2456 -0.6489 -0.0885
H -2.5686 0.8605 0.7657
H -1.3147 -2.8943 1.9406
H 0.0319 -2.5412 3.0141
H 0.2976 -2.5778 1.2797
H -2.2078 -0.5306 4.0972
H -1.7235 1.1213 3.7257
H -0.5672 0.0056 4.4443
H 0.1754 1.6316 1.5121
H 1.6749 2.4448 3.8678
H 2.4375 3.0237 2.3888
H 3.4177 2.2788 3.6521
H 1.5557 -0.7879 4.3788
H 3.2948 -0.7400 4.1030
H 2.2835 -1.7980 3.1277
H 3.6916 0.9065 0.2865
H 3.5106 -0.8055 0.7093
H 4.5396 0.2557 1.6611
F 1.4438 -1.0363 -3.1372
B 0.9025 -1.6809 -2.1277
F 1.7319 -2.1357 -1.1946
*
```

⟨S²⟩   8.79
Orbital gap (alpha / beta)   0.2550 / 0.2658 Ha



No. 8
Entry from OMol25: an isolated ion of composition C6H15FN and charge +1 in a non-equilibrium geometry (ωB97M-V with the def2-TZVPD basis set).

```
! RIJCOSX wB97M-V def2-TZVPD def2/J DEFGRID3
* xyz 1 1
C 2.8659 0.8354 -0.2644
C -2.0217 0.7075 0.5919
C -1.2956 -0.3310 -1.4356
C -0.8162 -1.4463 0.7717
C 0.3075 0.6272 0.2848
C 1.6402 -0.1240 -0.1576
N -0.9696 -0.1231 0.0358
F 1.9260 -1.0383 0.7929
H 3.5806 0.5259 -1.1422
H 3.4089 0.5515 0.7230
H 2.6309 1.9442 -0.2535
H -1.8321 0.9925 1.7321
H -2.0494 1.7218 0.0408
H -3.0461 0.2439 0.6552
H -0.2935 -0.6767 -1.8338
H -2.1490 -1.1483 -1.4427
H -1.4741 0.6812 -1.8585
H 0.0541 -1.8921 0.3509
H -0.7970 -1.5568 1.8799
H -1.6071 -2.1201 0.4303
H 0.2279 0.7955 1.4483
H 0.1642 1.4605 -0.2949
H 1.5453 -0.6305 -1.0544
*
```

SMILES   C[C@@H](F)C[N+](C)(C)C
Orbital gap   0.4795 Ha



What did we get for molecular weight? Answer: 223.013, 1090.122, 120.151, 313.207, 768.678, 917.729, 458.317, 120.191 g/mol, in the order shown.
What did we get for relative energy (zero: lowest compared OMol25 entry of this formula, charge and spin)? Answer: 224.0, 0.0, 245.7, 0.0, 0.0, 7.6, 54.1, 105.2 kJ/mol, in the order shown.